C4H6O2 | ωB97M-V with the def2-TZVPD basis set

Properties
frontier orbital gap = 10.27 eV
LUMO energy = 0.988 eV
HOMO energy = -9.28 eV
charge = 0
E_tot = -306.45020 Eh

The geometry in XYZ format:
```
12
Properties=species:S:1:pos:R:3:forces:R:3
O -1.056696 1.558508 -0.093493 -0.67 0.03 -0.17
O -1.627386 -0.627758 -0.034241 0.41 0.16 0.01
C -0.204597 -0.986298 0.080223 -0.46 -0.04 -0.10
C -1.862164 0.675064 -0.224865 0.20 0.49 -0.06
C 0.724823 0.085041 0.529819 0.61 -0.51 0.16
C 1.828098 0.293525 -0.172705 0.12 0.09 0.08
H 1.904650 -0.071408 -1.194910 0.17 -0.15 0.24
H -0.143392 -1.809337 0.803902 -0.35 0.15 -0.24
H -2.894808 0.884938 -0.539789 -0.04 -0.42 0.16
H 0.561390 0.513294 1.515906 0.19 -0.12 -0.13
H 2.664155 0.842791 0.233202 -0.04 0.29 -0.13
H 0.105928 -1.358360 -0.903050 -0.13 0.05 0.18
```
Forces are in eV/Å.


C5H6Br2 | ωB97M-V with the def2-TZVPD basis set

Properties
frontier orbital gap = 10.03 eV
LUMO energy = 0.737 eV
HOMO energy = -9.30 eV
charge = 0
E_tot = -5342.06802 Eh

The geometry in XYZ format:
```
13
Properties=species:S:1:pos:R:3:forces:R:3
Br 3.618382 -1.049713 0.074705 -0.85 0.51 -0.66
Br -2.820070 -1.440140 -0.067232 0.58 0.27 0.43
C -1.135227 -0.512852 0.381432 0.07 -0.29 -2.49
C -0.547065 0.257085 -0.795715 1.39 0.83 1.44
C 0.880528 -0.268548 -0.440503 1.76 0.10 0.52
C 0.158702 -1.314404 0.421965 -0.80 -2.41 1.56
C 2.195387 -0.045470 -0.795884 -3.57 -2.54 3.05
H -0.625452 -0.186073 -1.717685 -1.34 -1.06 -2.31
H -0.848888 1.277293 -0.807699 0.35 1.02 -0.34
H -0.074855 -2.313626 -0.122338 0.94 1.57 0.79
H 0.328991 -1.533650 1.521954 0.98 0.03 -1.46
H 2.499800 0.679020 -1.449644 0.85 1.69 -1.44
H -1.291691 0.144120 1.196421 -0.36 0.29 0.91
```
Forces are in eV/Å.


C4H12N2O | ωB97M-V with the def2-TZVPD basis set

Properties
frontier orbital gap = 6.75 eV
LUMO energy = -0.224 eV
HOMO energy = -6.98 eV
charge = 0
E_tot = -344.24910 Eh

The geometry in XYZ format:
```
19
Properties=species:S:1:pos:R:3:forces:R:3
O 1.405970 1.632147 -1.751672 0.15 0.06 0.14
N -2.271105 -2.340640 1.219192 0.14 0.28 0.03
N -0.912998 0.095130 -1.197005 -0.18 -0.02 -0.11
C 2.398245 1.111935 0.407544 0.09 0.08 0.08
C -1.613106 -0.797810 -0.558078 0.29 0.29 0.04
C -1.258826 -1.411319 0.633243 -0.22 -0.30 -0.08
C 1.963745 2.182909 -0.573138 -0.08 -0.09 -0.44
H -0.428423 -1.198967 1.277629 0.05 0.05 0.06
H -2.584186 -1.109361 -0.975363 -0.05 -0.16 0.01
H -1.832417 -2.937722 1.915116 0.05 0.00 0.00
H -1.385510 0.353383 -2.057254 0.01 0.01 0.04
H 2.877517 1.559000 1.281430 0.08 -0.01 0.00
H 1.535570 0.550007 0.757277 -0.10 -0.12 -0.02
H 1.239629 2.858492 -0.105903 0.06 0.11 0.14
H 3.092753 0.424434 -0.078873 -0.01 0.01 0.07
H 2.826451 2.770431 -0.897305 -0.04 0.07 0.10
H 0.645619 1.081506 -1.475109 -0.10 -0.15 -0.03
H -3.055073 -1.864286 1.676935 -0.03 -0.12 -0.01
H -2.643857 -2.959268 0.501334 -0.10 0.03 -0.02
```
Forces are in eV/Å.


C17H52AsF6O9 | ωB97M-V with the def2-TZVPD basis set

Properties
frontier orbital gap = 9.45 eV
LUMO energy = 2.068 eV
HOMO energy = -7.38 eV
charge = -1
E_tot = -4191.11048 Eh

The geometry in XYZ format:
```
85
Properties=species:S:1:pos:R:3:forces:R:3
As -0.298895 0.708826 -0.457496 0.20 -1.48 -2.10
F -0.164635 2.347798 0.209538 -0.43 -1.62 -0.15
F 1.413885 0.816272 -1.050108 -1.43 -0.05 0.99
F -2.053656 0.419137 -0.230688 1.85 0.86 0.53
F -0.720293 1.498168 -2.059587 0.41 -0.62 2.35
F 0.202971 -0.045092 1.096370 -0.75 1.12 -1.47
F -0.285822 -0.945824 -1.201367 -0.09 1.86 0.59
O -1.223309 1.224994 -4.493931 -1.02 -0.16 -1.40
O -5.612472 -1.209825 2.242576 -1.26 -0.39 0.42
O -0.611774 5.116333 0.498481 1.78 0.62 0.67
O 2.896884 3.057916 -0.722618 -0.26 -0.48 -0.20
O 1.486525 -2.665717 4.133530 0.40 -1.08 -0.15
O 3.882804 2.080796 2.405403 -0.89 -0.21 0.93
O -5.158219 -3.673764 -3.202851 -1.71 -1.52 -0.96
O 3.798956 -2.890867 0.154440 -0.06 -1.75 -0.52
O 0.179037 -2.864802 1.540989 -0.08 -0.16 -0.86
C 2.144248 5.038723 -1.721962 -1.08 2.22 0.17
C 1.387540 -1.314902 4.427656 -0.65 0.29 -0.04
C -4.456070 -1.823815 2.850546 -0.37 0.69 -2.28
C 4.208389 3.879179 -2.555549 -0.46 0.29 0.62
C -4.170871 -2.810196 -2.797005 1.50 1.15 -1.91
C -4.894518 -2.824990 3.886660 -0.13 0.68 0.42
C 2.761772 3.736143 -1.944029 2.58 0.42 -2.05
C -0.423392 0.168398 -4.960449 1.18 0.26 0.82
C 4.625328 -1.225123 1.546050 0.04 0.33 -1.13
C -3.618829 -0.671935 3.313892 0.89 0.29 0.73
C -2.793121 -3.352120 -3.041246 0.53 -0.71 0.30
C -1.958576 5.466485 0.449573 -0.01 -1.72 -0.91
C 0.313089 -3.299892 0.192303 -0.20 -1.59 -0.47
C 4.752770 -1.859268 0.115504 -1.02 0.48 1.28
C 4.433697 -0.963524 -1.092976 0.55 0.13 1.56
C -4.397741 -2.446397 -1.417926 -0.05 0.80 1.89
C 2.427088 1.986375 2.475442 0.85 0.08 -1.13
H -2.037754 -2.567273 -3.002312 -0.02 0.04 0.09
H -0.666760 -0.257752 -5.933731 -0.65 0.36 0.03
H 4.361246 4.595427 -3.362845 -0.69 -0.07 -0.37
H -4.423949 -3.330139 -0.780417 -0.01 -0.17 -0.01
H -3.987039 -2.247874 1.962683 0.65 -0.80 0.42
H 1.183822 -1.316949 5.498452 0.44 0.70 0.05
H 3.582246 -0.943558 1.690257 -0.15 0.45 -0.20
H -5.578872 -2.262074 4.521406 -0.04 -0.11 0.38
H 5.745071 -2.303770 0.039028 -0.07 -0.27 -0.23
H -5.520784 -3.311660 -4.014653 -0.14 -0.37 0.02
H 4.655404 2.931080 -2.854509 -0.09 -0.05 0.20
H -5.329257 -0.535691 1.620545 0.22 -0.05 -0.02
H -0.361742 -0.635309 -4.226729 -0.18 -0.28 0.00
H 2.119890 3.219055 -2.657271 -0.01 -0.59 0.13
H -5.355893 -1.936879 -1.315886 0.10 0.16 0.21
H -5.445977 -3.702586 3.549293 0.23 0.14 -0.44
H -2.734625 -3.847803 -4.010256 0.00 -0.01 0.00
H 5.286509 -0.287225 -1.151619 -0.18 0.32 -0.64
H 4.059800 2.526232 1.573615 -0.03 0.07 -0.18
H -0.261807 -2.024874 1.393399 0.00 0.48 0.67
H -2.051636 6.478686 0.056000 -0.25 -0.06 0.41
H 0.536548 -0.845417 3.934199 -0.40 0.03 -0.09
H -2.300952 4.724441 -0.271707 -1.33 0.52 -0.36
H -2.586009 -4.073653 -2.250924 0.33 -0.27 -0.08
H 3.531065 -0.406972 -0.840770 -0.01 0.19 -0.24
H -0.539599 4.160100 0.453569 0.08 -0.01 0.03
H -0.633732 -3.370158 -0.343150 -0.31 1.08 -0.03
H 2.144277 1.707255 1.460451 -0.63 0.12 0.19
H -4.033540 -3.131641 4.480617 -0.05 -0.10 0.00
H -3.563826 -1.829260 -1.083525 -0.17 0.28 0.27
H 2.252111 2.363991 -0.878602 0.02 -0.72 0.93
H -2.448787 5.220129 1.391429 -0.30 0.74 0.19
H -4.233716 0.076228 3.814163 -0.06 -0.22 0.42
H 2.242266 -0.734389 4.080450 0.41 0.01 0.57
H 4.765528 -1.976908 2.322757 0.57 -0.07 -0.19
H 0.590007 0.562480 -5.036663 0.43 -0.21 -0.27
H 1.525658 -2.797634 3.183439 -0.27 -0.02 -0.29
H 4.255679 -1.550283 -1.994168 0.29 0.03 0.09
H 5.244516 -0.338914 1.685160 0.00 -0.07 0.22
H 1.053811 -2.735972 -0.374628 -0.19 -0.02 -0.02
H -4.197429 -1.954577 -3.471771 -0.30 0.69 0.25
H 4.788026 4.343760 -1.757874 0.27 -0.37 0.28
H 2.941448 -2.540752 0.406838 0.00 0.23 0.05
H -1.108819 1.294556 -3.543321 0.04 -0.10 -0.03
H 1.975269 2.937590 2.756797 0.03 0.09 -0.06
H 1.302151 4.870083 -1.050748 -0.03 0.53 0.05
H 2.046242 1.215075 3.144889 0.66 -0.03 0.14
H 2.789508 5.840828 -1.363662 0.41 -0.41 0.88
H 1.787725 5.567751 -2.605774 -0.39 -0.65 -0.53
H -3.155332 -0.125016 2.492825 -0.03 -0.24 -0.32
H -2.797228 -1.000594 3.950333 0.03 0.11 0.21
H 0.516452 -4.368682 0.125761 0.94 -0.07 0.70
```
Forces are in eV/Å.


C4H7F2N | ωB97M-V with the def2-TZVPD basis set

Properties
frontier orbital gap = 10.97 eV
LUMO energy = 0.453 eV
HOMO energy = -10.52 eV
charge = 0
E_tot = -410.98983 Eh

The geometry in XYZ format:
```
14
Properties=species:S:1:pos:R:3:forces:R:3
F 2.263067 1.255070 -0.513236 -0.90 -1.09 0.48
F 3.267577 -0.475004 0.452364 -3.25 1.08 0.36
N -2.512909 0.053595 0.362771 1.12 4.37 -2.75
C 1.036430 -0.785086 -0.302471 1.10 -3.81 -2.22
C -1.110044 0.427550 -0.128234 -0.14 -4.17 0.89
C -0.274417 -0.800699 -0.486506 -1.09 -1.73 -1.65
C 1.900644 0.158611 0.304570 3.85 3.46 2.37
H -2.453027 -0.037282 1.343957 -0.43 0.23 1.41
H 1.702336 -1.630083 -0.763095 -1.52 1.41 0.92
H 1.562582 0.707570 1.327547 1.06 -1.79 -2.14
H -2.842127 1.098356 0.051232 -0.52 -3.43 2.11
H -0.710838 -1.783003 -1.125895 0.89 3.08 2.00
H -0.418184 0.976661 0.510486 -0.77 0.86 0.04
H -1.411084 0.833740 -1.033493 0.61 1.52 -1.83
```
Forces are in eV/Å.


C8H18N2O7PS2 | ωB97M-V with the def2-TZVPD basis set

Properties
frontier orbital gap = 8.53 eV
LUMO energy = 2.868 eV
HOMO energy = -5.66 eV
charge = -1
E_tot = -2089.67065 Eh

The geometry in XYZ format:
```
38
Properties=species:S:1:pos:R:3:forces:R:3
S -2.356570 -1.583836 -0.608950 -0.07 -0.02 0.27
S -4.841943 -0.459873 -0.746725 -0.47 0.35 0.21
P 1.932856 -0.746851 -0.253976 0.03 -0.80 0.64
O -2.370479 -1.667095 0.838634 -0.06 0.18 0.08
O -2.465815 -2.855124 -1.286671 0.07 0.03 -0.29
O -5.169399 0.610189 0.171097 0.12 0.17 -0.04
O 2.679740 -0.748810 1.017759 0.17 0.26 0.02
O -5.383453 -1.754802 -0.422071 0.13 -0.20 -0.08
O 1.884495 0.663845 -0.998899 0.00 -0.19 0.37
O 2.600396 -1.724374 -1.334979 -0.18 0.59 0.10
N 0.067528 3.777484 2.253887 -0.20 0.20 0.55
N -3.316716 -0.431221 -1.172538 0.08 -0.43 0.05
C -2.484832 3.493661 2.690897 -0.01 -0.08 -0.02
C 3.997408 -1.999756 -1.144201 0.32 -0.64 -0.60
C 4.214917 -3.260743 -0.317165 0.28 0.05 -0.07
C -0.753027 -0.885163 -1.037384 -0.18 -0.37 0.03
C 0.220855 2.330419 -0.303917 0.91 -0.37 -0.35
C 1.639355 1.803666 -0.143794 -0.21 1.02 -0.13
C 0.256152 -1.367086 -0.001950 0.46 0.52 -0.91
C -1.054523 3.655876 2.468362 0.16 0.06 0.01
H -2.658403 3.080073 3.681818 -0.02 -0.02 0.01
H -0.487668 -1.251779 -2.026281 -0.10 0.02 -0.11
H 5.003768 -3.856989 -0.777448 0.06 -0.05 0.03
H -0.463875 1.610142 0.132633 -0.37 0.24 -0.03
H -2.981420 4.458517 2.612003 -0.01 0.00 -0.01
H 2.336440 2.582121 -0.452592 0.15 -0.11 -0.15
H 0.000195 -1.054853 1.005617 -0.20 -0.11 0.09
H 1.852550 1.606782 0.903738 0.10 -0.41 0.00
H 0.327285 -2.451642 -0.057124 -0.02 -0.10 0.29
H -2.899515 2.813131 1.947342 -0.02 -0.03 -0.01
H 4.390781 -2.184375 -2.143441 -0.14 0.12 -0.14
H 3.312582 -3.866273 -0.320805 -0.09 0.00 0.07
H 0.169690 3.274824 0.218323 -0.15 0.00 -0.14
H 4.517403 -3.044836 0.702763 -0.22 0.05 0.14
H -0.870351 0.188726 -1.074339 0.03 0.00 0.01
H 0.044058 2.484598 -1.367069 -0.34 -0.10 -0.03
H 4.543053 -1.149089 -0.747822 -0.19 0.17 0.20
H -5.433502 -0.089487 -1.904735 0.18 -0.01 -0.09
```
Forces are in eV/Å.